1.
The following is a DFT calculation (wB97M-V/def2-TZVPD) of a single C24H30N4O2 molecule.

Results
Structure (SMILES): Cc1ccc(OCC(=O)Nc2ccc3c(c2)nc(CCN2CCCCC2)n3C)cc1
Energy above the lowest of the compared OMol25 structures with the same formula, charge and spin (kJ/mol): 41.7
Multiplicity: 1
HOMO energy (eV): -8.02

Geometry (Å):
C 0.32089 1.32752 4.38032
C 0.55604 0.39253 -4.29237
C -1.01992 -1.72226 -0.35735
C 1.23438 -2.52155 -4.48147
H -0.59642 -3.19370 -4.07973
C 1.62001 1.89635 3.82013
H -0.55438 2.26177 -1.11878
H -2.73098 2.83882 -2.58521
H 0.54573 0.53680 5.10336
O 1.19624 -2.85948 -5.64782
H -0.22705 2.12533 4.91611
C 2.42200 -1.72329 -3.93576
H 1.01117 -3.07699 2.74755
C 0.39623 2.40207 1.72761
H 1.80241 -3.41640 0.61700
H -1.68747 -1.46343 -2.38619
H 0.84032 -0.12512 -5.19512
N -0.42817 -1.96806 1.76814
H -1.28024 -0.60163 4.63298
H -0.89675 1.56854 -5.31079
H 0.92818 1.62012 1.18397
C 1.15620 0.10284 -3.07553
H 1.91849 -3.70914 -1.82351
O 2.12809 -0.84260 -2.88119
C 1.04287 -2.98827 -0.02004
H 2.17902 1.09478 3.33379
N 0.22732 -2.81273 -3.63025
H 2.22837 3.36330 2.35279
C 1.30818 2.98436 2.80051
H -1.54134 4.05797 -3.02990
C 1.10804 -3.14601 -1.38771
C -0.85350 1.79606 2.35760
C 0.75307 0.79573 -1.93512
C -0.85396 2.04272 -3.22661
C 0.13586 -2.59761 -2.23409
C -1.64223 0.06623 3.84631
H 3.16752 -2.41772 -3.53633
H -3.20084 -0.15592 2.34294
H 2.87357 -1.19801 -4.78868
C 0.26133 -2.32133 2.97516
H 0.75017 -1.44383 3.40198
H 0.10457 3.17707 1.01728
H -2.35463 0.76736 4.32021
H 0.80563 3.81786 3.29788
H 1.22641 0.55326 -0.99706
C -1.58411 -1.24877 1.64724
C -0.93981 -1.88511 -1.73414
C -1.93731 3.07700 -3.29181
C -0.43715 1.35744 -4.35568
H -2.36329 3.13262 -4.29028
N -0.48633 0.76131 3.31198
C -0.03193 -2.27781 0.49100
H 2.22560 2.29229 4.63733
H -2.87227 -1.60575 3.28559
H -0.43998 -2.73202 3.70315
N -1.96011 -1.08780 0.40702
H -1.46810 1.34425 1.57768
H -1.44349 2.59235 2.84993
C -0.23896 1.74710 -2.01360
C -2.40315 -0.75142 2.78758

---

2.
The following is a DFT calculation (wB97M-V/def2-TZVPD) of 3 unconnected molecules or ions with the total composition C24H30O2 at a distorted geometry.

Results
Structure (SMILES): C#CC[C@@H]1C(=O)OC[C@@H]1CCCCC.c1ccccc1.c1ccccc1
Energy above the lowest of the compared OMol25 structures with the same formula, charge and spin (kJ/mol): 207.7
Multiplicity: 1
HOMO energy (eV): -9.42

Geometry (Å):
H -1.82635 0.50310 -3.88379
H 3.58794 -1.00737 -8.86299
C -1.10738 -1.00874 -2.30697
H -0.28804 1.49422 -1.28569
C 0.82813 0.89932 3.88318
C 1.53418 -0.58971 -9.33707
H -0.72999 0.02366 1.73317
H -0.11353 2.81895 3.08720
H 0.66971 -2.77264 -6.26591
C 2.65352 0.50750 10.10867
H -0.58829 -0.35458 -9.57449
H 1.77686 0.02704 -10.19509
C 3.39725 0.17046 8.98349
H 0.56887 0.68663 4.95850
C -1.40596 1.84808 0.65456
C -3.06687 -0.81497 -0.83211
C -3.06353 -1.37367 -4.06162
H -2.46433 1.60863 1.01183
H -1.35371 1.48855 3.57180
C 1.41559 2.11376 8.81060
H -3.51693 -0.53301 0.16508
C 0.91223 -2.16307 -7.12960
H 0.62718 1.07576 1.12755
H -2.03217 1.97229 -1.47700
H 1.76723 1.51502 3.75326
O -1.12960 -3.53788 -2.03618
C 1.66564 1.48198 10.02371
C 3.15085 0.80616 7.77164
H -1.31320 2.97716 0.65204
H -5.14172 -2.44190 -3.80035
C 2.15682 1.77409 7.68461
O -2.82627 -2.23161 -1.08050
H 1.96000 2.26513 6.73775
H -1.14198 -1.75120 -7.60771
C -1.60968 -0.23350 -0.99768
C 2.55178 -1.16985 -8.58762
H 2.84477 0.01041 11.05342
H 1.00167 -0.07246 3.30913
C -0.10560 -1.58731 -7.88240
C -4.14630 -1.93131 -3.90628
C -1.33911 1.31674 -0.86698
H -0.97993 -0.97223 -4.51320
C 0.20571 -0.80215 -8.98668
H 4.16927 -0.58797 9.05047
C -1.72016 -0.61575 -3.71855
H 0.01913 -0.85165 -2.22221
C -0.38987 1.10837 1.62331
C -1.63512 -2.45982 -1.83775
H 3.73322 0.54622 6.89471
C 2.24046 -1.95798 -7.48551
H -1.03263 -0.79500 -0.18953
H 0.64254 2.87122 8.74306
H 3.03410 -2.41247 -6.90264
C -0.33574 1.70019 3.10007
H -3.80019 -0.32924 -1.56137
H 1.08952 1.74842 10.90264

---

3.
The following is a DFT calculation (wB97M-V/def2-TZVPD) of a molecular structure, C24H31AsCl2IrN5O3PS3.

Results
Energy above the lowest of the compared OMol25 structures with the same formula, charge and spin (kJ/mol): 28.4
Multiplicity: 2
Charge: +2
HOMO energy (alpha / beta) (eV): -13.60 / -13.60

Geometry (Å):
C -0.11317 2.57603 -2.36740
S 2.59167 -0.46907 1.53740
C 0.80966 -3.89881 1.60955
C 4.17583 -3.48226 -3.74668
H 2.28587 -3.58415 -4.77718
C -1.83205 2.07280 0.91331
H -2.93215 3.74474 3.59247
H 0.48603 -4.67009 2.30707
H -2.58830 -1.80506 2.18515
H -2.53813 -4.70602 -3.01123
C 4.16467 -2.53465 -1.58361
H 1.16263 2.97470 0.90061
C 2.05373 -2.73699 -2.84741
C -2.01767 -2.65284 1.80756
N 0.08340 3.71785 2.54896
C 0.78281 2.63767 1.86623
N -1.42963 2.33771 3.87645
H -0.56917 -1.41303 4.34385
C -2.42996 3.33273 -3.67184
H -0.72531 4.22451 4.39501
H -2.25897 -2.80773 0.75853
C -1.63228 -4.12184 -3.11307
S 4.76057 -1.91414 -0.09331
H -1.48415 5.24048 -3.88890
H -0.09117 -3.11436 4.33460
H 0.61599 -4.22395 0.59131
C -0.20909 3.86649 -2.85415
C -2.54937 2.85716 3.08963
H -2.67398 1.37944 0.86059
C -1.17112 1.69315 -2.53868
H 0.49435 2.94618 4.45320
H -1.78861 0.32734 3.41525
C -1.38271 4.23558 -3.50206
H -0.15756 0.68255 4.01256
Cl -0.95662 -3.89500 -1.47306
H 0.61473 4.55656 -2.72867
H -3.32827 3.64818 -4.18453
N 0.77615 0.64227 -1.31212
O -0.56700 -0.78743 -3.04830
C 3.14713 -1.44948 0.31195
C -1.06727 4.19858 1.78574
C 1.03443 1.98836 -1.59993
H 5.94949 -3.25594 -2.56108
N 2.19493 -1.81030 -0.57574
As -0.14182 -2.26629 1.99773
H -0.75089 4.44865 0.77146
C 0.11421 -2.13348 3.90725
C -2.33505 2.02788 -3.20270
Ir 0.54955 -0.50545 0.49505
O -1.26089 -0.44245 -0.72704
C 2.73948 -2.35372 -1.67092
C -0.35497 3.33360 3.88839
C -0.96750 1.04972 3.37926
H 1.64591 2.32051 2.45835
H -3.13613 1.31655 -3.34972
C 4.87986 -3.11119 -2.61885
H 4.70731 -3.92947 -4.57636
H -1.82197 -3.13532 -3.51868
H -2.26312 -3.54212 2.38603
N -2.16789 3.23141 1.72788
P -0.37223 1.21798 1.64289
H -1.43748 5.10441 2.26547
H 0.99196 -2.56265 -2.91086
H 1.14171 -1.85554 4.13800
H -3.34624 2.11262 3.05274
Cl -0.52268 -4.98212 -4.17175
C 2.77607 -3.28581 -3.86143
S -0.62168 0.13642 -1.96074
O 1.99296 2.58919 -1.19507
H 1.87774 -3.72759 1.73941
H -1.60653 2.39637 -0.10384

---

4.
The following is a DFT calculation (wB97M-V/def2-TZVPD) of a molecular structure, C24H31AsN6RuSSe at a distorted geometry.

Results
Energy above the lowest of the compared OMol25 structures with the same formula, charge and spin (kJ/mol): 138.8
Multiplicity: 6
Charge: +3
HOMO energy (alpha / beta) (eV): -15.92 / -16.12

Geometry (Å):
H 1.58273 2.51790 0.52588
H -2.74213 6.39354 -1.76572
H 4.25488 -1.36966 4.95725
H 5.21892 -0.76205 2.77021
N -3.34008 -2.47297 -3.13311
H -1.39405 3.62265 3.32272
H -3.68489 6.36361 2.93063
C 1.75519 0.13663 -2.09475
C 1.05668 -4.05582 -1.18257
H -3.33150 4.73378 -1.92185
C 3.64376 -1.41153 4.06950
C -0.26402 -4.06817 0.83910
H -0.71202 -3.53401 1.67136
N -3.64823 -0.40714 -2.15705
C -2.83655 -1.39045 -2.56599
H 2.36506 1.09166 0.50407
H 1.63310 -3.52296 -1.92869
C -2.59655 5.36984 -1.42605
H 2.36256 1.27724 -3.80651
H -1.59338 5.04191 -1.69879
H 4.40376 -0.02663 -4.17267
C -2.45711 3.85806 3.25260
C 0.85026 -5.41954 -1.31419
N -2.71282 4.64855 2.07891
C 3.75126 -0.28007 -3.35186
H 3.43870 -2.49980 -0.81431
C 3.20452 -1.66929 -1.47315
H 0.84359 0.80200 -1.94910
C 2.03573 -0.93731 -1.25226
C -3.35126 6.28009 0.75534
As 0.85627 -1.46607 0.22844
H -1.08198 -5.96379 1.40537
H 1.31755 1.41943 1.71440
C 1.51898 -1.81788 3.02890
H -3.77268 0.92405 -0.68852
C 2.05289 -1.45038 1.79193
C 4.18024 -1.04569 2.84257
H 1.29352 -5.94941 -2.14348
C -0.48132 -5.42789 0.68811
H -3.01910 2.92385 3.21490
N -3.15315 0.71233 -1.47533
H 0.47391 -2.10601 3.09666
C -3.31944 5.86281 2.05461
H 4.96341 -1.90416 -2.65858
C 4.05824 -1.33256 -2.51037
H 1.90419 -2.10218 5.11319
H -2.75767 4.41540 4.13713
H -4.64050 -0.45174 -2.37468
N -2.76437 5.31502 0.00038
H -2.72074 -3.20177 -3.46263
H 3.81716 -0.75658 0.75741
N 1.46315 1.52245 0.71020
C 3.38554 -1.04669 1.70864
C 0.53058 -3.38499 -0.08188
H -4.33111 -2.61414 -3.27677
H -0.12907 -7.15519 -0.53053
S -1.15103 -1.23322 -2.38856
C 2.31552 -1.80589 4.16028
C 0.06904 -6.10225 -0.39391
Ru -0.62615 0.61840 -0.63696
C -2.37617 4.31213 0.81556
H -3.74229 7.19189 0.34612
C 2.59458 0.45900 -3.14568
Se -1.34471 2.79579 0.37257
H -3.11944 1.53588 -2.08839